Formula: H28O18S
Source: the OMol25 dataset
Level of theory: ωB97M-V/def2-TZVPD

Geometry as XYZ:
```
47
Properties=species:S:1:pos:R:3:forces:R:3
O -1.458 1.635 -2.962 0.092 -0.194 0.435
H 0.237 -2.701 0.682 0.378 -0.532 -0.109
H 2.837 -1.199 -1.243 -0.058 -0.007 -0.056
H -1.074 1.125 -2.187 -0.285 0.251 -0.339
O -2.931 -2.247 1.051 0.169 0.048 0.094
H -2.073 -1.788 0.880 -0.578 -0.272 0.118
O -2.880 -1.451 -1.989 -0.354 0.140 -0.216
O -0.489 -1.169 0.846 -0.263 0.458 -0.224
H -2.248 -1.780 -2.633 0.133 -0.027 0.153
O 2.698 2.215 -0.798 0.167 -0.216 0.219
O 2.743 -1.388 2.205 0.081 0.167 -0.172
H -0.322 -1.647 2.524 0.401 -0.066 0.461
O 2.471 1.853 2.677 0.146 -0.027 0.080
O -0.337 0.115 -1.180 0.247 -0.103 -0.397
H -2.453 -0.671 -1.613 0.213 -0.136 0.066
H 1.766 1.833 3.335 -0.050 -0.161 -0.122
O 3.040 -1.587 -2.102 0.004 -0.052 -0.402
H -0.862 3.218 -1.315 0.112 -0.094 -0.024
O -0.483 3.570 -0.504 -0.174 0.017 0.347
H 2.222 2.050 -1.621 0.005 -0.058 -0.014
O 0.082 -1.930 3.378 -0.339 0.047 0.036
H 0.062 -1.234 -2.246 0.366 -0.198 0.202
H 1.492 1.095 -4.301 0.085 -0.089 0.141
O 0.442 -2.001 -2.742 -0.759 0.188 -0.395
H -3.577 -1.737 0.553 0.071 0.010 -0.071
O 0.611 -3.613 0.648 -0.221 0.058 0.067
H -0.462 2.805 0.115 0.037 0.458 -0.540
H 0.086 -4.057 -0.024 -0.018 0.094 -0.039
O 1.418 0.222 0.557 -1.200 0.301 -0.795
O -0.274 1.681 3.743 -0.124 0.082 0.247
H 2.306 1.062 2.133 0.085 0.395 0.291
H -0.396 1.351 2.837 -0.021 0.058 -0.116
H -2.353 1.862 -2.694 0.019 -0.006 -0.041
H -0.399 2.632 3.664 0.007 -0.029 -0.148
H 2.064 -1.622 2.851 -0.154 -0.029 -0.131
O 1.314 1.823 -3.700 -0.081 0.056 -0.071
O -3.397 1.474 1.371 0.107 0.440 -0.099
H 2.385 1.516 -0.183 0.096 0.606 -0.567
H 2.167 -1.752 -2.519 0.479 0.090 0.631
H -0.112 -2.870 3.430 0.051 -0.017 -0.144
H 0.208 -1.828 -3.661 0.042 -0.016 0.019
H -3.429 1.371 2.325 0.090 -0.116 -0.008
H 2.242 -0.907 1.507 0.363 -0.545 0.540
H -2.442 1.625 1.172 -0.646 -0.464 0.094
S -0.036 0.126 0.272 0.614 -0.983 0.681
H 0.396 1.695 -3.415 0.107 0.210 -0.151
O -0.802 1.228 0.874 0.557 0.261 0.471
```
Forces are in eV/Å.

Properties
- energy (Eh) = -1769.501623
- lowest unoccupied orbital energy (eV) = 4.6
- net charge = -2
- HOMO-LUMO gap (eV) = 9.003
- relative energy (zero: lowest compared OMol25 entry of this formula, charge and spin) (kcal/mol) = 23.1